The following is a DFT calculation (ωB97M-V/def2-TZVPD) of 2 unconnected molecules or ions with the total composition CH3IO2P at a distorted geometry.

Each atom is followed by the atoms it is bonded to, with distances in Å.
Geometry (Å):
1 C 0.451 -0.371 0.590  O2 1.504, H6 1.128, H8 1.107
2 O 1.596 -0.876 1.424  C1 1.504, H7 0.916
3 O -1.803 1.705 -0.318  P4 1.475
4 P -0.615 1.390 -1.134  O3 1.475, I5 2.617
5 I -1.536 -0.103 -3.075  P4 2.617
6 H 0.203 -1.253 -0.068  C1 1.128
7 H 2.233 -0.220 1.482  O2 0.916
8 H -0.528 -0.272 1.098  C1 1.107

- Net charge: -1
- Gap between HOMO and LUMO (spin up / spin down): 6.485 / 6.480 eV
- Multiplicity: 1
- LUMO level (spin up / spin down): 3.238 / 3.237 eV